#1
C2H2N3O | ωB97M-V/def2-TZVPD

Last column: Löwdin charge in e.
CARTESIAN COORDINATES (ANGSTROEM)
O 4.01045 -1.91892 -0.19276  0.07
N 2.44304 2.83527 -0.18872  0.40
N 1.63270 2.06772 -0.07200  -0.03
N 1.06942 1.03727 0.15070  0.09
C 0.05430 0.25927 0.14071  0.23
C 3.36659 -1.08981 0.20542  -0.01
H -1.03847 0.55768 -0.08526  0.16
H 0.22730 -0.76302 0.02098  0.09

Results
frontier orbital gap	9.112	eV
lowest unoccupied orbital energy	-7.73	eV
total charge	+1



#2
C2H2N3O | ωB97M-V/def2-TZVPD

Last column: Löwdin charge in e.
CARTESIAN COORDINATES (ANGSTROEM)
O 1.68935 -0.43105 -4.05078  0.38
N 1.24509 -1.55374 -2.04081  0.23
N 0.83949 -1.59236 -0.82752  0.25
N 0.73564 0.57637 0.13474  0.24
C 0.34270 -0.52075 -0.25347  -0.29
C 1.34428 -0.78948 -3.02586  -0.09
H -0.71428 -0.52286 -0.19194  0.17
H 0.30743 1.14011 0.84096  0.11

Results
frontier orbital gap (alpha / beta)	6.624 / 6.613	eV
structure (SMILES)	[H]/N=C/N=[N+]=C=O
lowest unoccupied orbital energy (alpha / beta)	-9.05 / -9.05	eV
total charge	+1



Stability comparison, relative energies in kJ/mol: #1 0.0; #2 118.3



#1
C8H27O9 | ωB97M-V/def2-TZVPD

Last column: Löwdin charge in e.
CARTESIAN COORDINATES (ANGSTROEM)
O -3.87101 -3.24542 1.82413  -0.05
O -0.10999 0.49162 -0.36193  0.18
O 1.48355 0.48317 2.20332  -0.06
O -2.43825 1.51890 -0.79412  -0.06
O -1.87467 -0.96586 1.50249  -0.07
O 3.62500 -0.49404 -1.00584  -0.06
O 1.28809 2.68466 0.27634  -0.08
O 0.87611 -1.38012 -1.76774  -0.07
O -0.81749 0.96733 -2.96634  -0.06
C 2.05054 2.66968 1.49705  -0.20
C -2.64416 2.21977 -2.04865  -0.19
C -1.69554 -2.32601 1.90320  -0.25
C 2.55915 1.29074 1.73273  -0.24
C 1.75917 -2.02591 -0.83709  -0.20
C -2.83644 -2.88530 2.71234  -0.26
C 3.19731 -1.83746 -1.21856  -0.22
C -1.34682 2.28684 -2.79056  -0.21
H 0.28649 -0.10872 -1.06141  0.08
H -0.74107 -2.45819 2.43066  0.12
H -1.49982 2.77169 -3.75111  0.13
H -4.71228 -3.24812 2.28772  0.09
H 1.83236 -0.32457 2.59172  0.10
H 2.94200 0.89768 0.77778  0.11
H 3.83795 -2.48469 -0.62335  0.13
H -0.95838 0.94103 -0.63673  0.08
H -0.62521 2.85288 -2.19190  0.12
H -3.27976 1.53384 -0.32912  0.12
H -0.83176 0.73247 -3.89703  0.10
H 1.51137 -3.08902 -0.74906  0.14
H 1.57512 -1.58087 0.14290  0.12
H -3.03303 3.22607 -1.85869  0.13
H 3.26311 0.05929 -1.70538  0.09
H 1.07666 3.59314 0.04428  0.11
H -3.38990 1.69987 -2.66045  0.13
H 0.74357 -1.95529 -2.52647  0.13
H -3.17710 -2.13377 3.43715  0.12
H -1.60647 -2.92341 0.99048  0.12
H 2.90385 3.34798 1.41733  0.13
H 3.34262 -2.11065 -2.27221  0.13
H 1.42910 2.99118 2.33607  0.13
H 3.41652 1.34781 2.40658  0.13
H -2.47646 -3.74623 3.29051  0.12
H -1.58634 -0.41206 2.23466  0.08
H 0.55231 1.12801 0.01429  0.10

Results
frontier orbital gap	10.074	eV
lowest unoccupied orbital energy	-2.27	eV
total charge	+1



#2
C8H27O9 | ωB97M-V/def2-TZVPD

Last column: Löwdin charge in e.
CARTESIAN COORDINATES (ANGSTROEM)
O -4.69003 0.33132 0.22415  -0.09
O -0.57211 -0.00689 -1.90671  0.40
O -5.30367 -0.49071 2.81224  -0.04
O 3.09670 7.38487 0.29233  -0.06
O -1.34538 -3.82041 -1.49669  -0.11
O 3.05993 -1.05245 0.62528  -0.09
O 3.17301 5.27845 -1.83934  -0.07
O 0.82873 0.36059 1.91340  -0.09
O 0.74479 -3.36088 -3.59804  -0.08
C -5.72990 -0.64765 0.45704  -0.23
C -5.52642 -1.34863 1.74819  -0.29
C 1.71282 -0.53183 2.63814  -0.22
C 2.90020 4.98337 -0.47260  -0.23
C 3.59618 6.08359 0.33595  -0.28
C 0.55743 -4.62810 -2.96812  -0.24
C 3.11729 -0.66909 2.02723  -0.21
C -0.06350 -4.54477 -1.53674  -0.17
H 4.60566 6.25360 -0.03838  0.12
H 0.30668 0.69389 2.64687  0.07
H 0.10621 -5.29541 -3.70242  0.12
H -4.65815 -2.00550 1.69593  0.12
H -0.10144 -0.82956 -2.05932  0.18
H 1.49521 -5.17899 -2.89602  0.11
H -6.67490 -0.15929 0.21917  0.13
H 3.37246 4.00360 -0.40100  0.11
H -1.49179 -0.26135 -1.80165  0.19
H 1.84190 4.96741 -0.21212  0.12
H 2.30084 5.30821 -2.23938  0.08
H -5.65224 -1.44327 -0.28395  0.12
H -6.39075 -2.00160 1.86927  0.13
H 0.67479 -4.08502 -0.87973  0.11
H 3.56479 7.98667 0.87571  0.09
H 3.76589 0.20529 2.08085  0.12
H 1.19101 -1.48881 2.64092  0.11
H -0.32784 -5.52197 -1.13264  0.12
H 3.73098 5.77637 1.37304  0.11
H -4.36605 -0.30121 2.89331  0.09
H 1.22271 -3.54146 -4.41080  0.09
H -4.79249 1.05437 0.84728  0.08
H 3.56968 -1.50342 2.56328  0.12
H -0.36767 0.34225 -1.03614  0.18
H -2.02107 -4.26915 -2.01018  0.08
H 3.66949 -1.77608 0.46280  0.08
H 1.86996 -0.25039 3.67938  0.12

Results
frontier orbital gap	7.634	eV
lowest unoccupied orbital energy	-4.03	eV
total charge	+1



Stability comparison, relative energies in kJ/mol: #1 0.0; #2 369.7



#1
C2H3N2O2P | ωB97M-V/def2-TZVPD

Last column: Löwdin charge in e.
CARTESIAN COORDINATES (ANGSTROEM)
P 2.21086 -0.75153 1.53344  0.88
O -0.82196 -1.59351 1.01559  0.09
O 1.15259 0.78929 -0.46548  -0.05
N -1.43793 0.09937 -0.35530  -0.03
N -1.08291 1.25452 -0.79450  0.09
C -0.55815 -0.60484 0.41435  -0.53
C 0.81713 -0.08267 0.39893  -0.55
H -2.08006 -0.55949 -0.81730  0.18
H -1.42644 1.52059 -1.69024  0.06
H 3.22687 -0.07173 0.76050  -0.13

Results
frontier orbital gap (alpha / beta)	6.198 / 8.311	eV
lowest unoccupied orbital energy (alpha / beta)	-2.03 / -0.79	eV
total charge	0



#2
C2H3N2O2P | ωB97M-V/def2-TZVPD

Last column: Löwdin charge in e.
CARTESIAN COORDINATES (ANGSTROEM)
P -0.67450 -0.72163 0.10158  0.99
O -0.97671 -0.08068 -2.45543  0.07
O 0.84970 -0.84157 -1.71145  0.00
N -0.26564 -0.41529 -1.54933  -0.64
N -1.71060 2.03934 0.57065  0.11
C -1.31660 0.96124 0.36506  -0.39
C 0.76534 -0.33305 1.06629  -0.28
H 0.53976 0.07449 1.99570  0.03
H 1.26891 0.34524 0.33335  0.07
H 1.52033 -1.02808 1.28357  0.04

Results
frontier orbital gap	10.254	eV
structure (SMILES)	CP(C#N)[N+](=O)[O-]
lowest unoccupied orbital energy	-0.56	eV
total charge	0



Stability comparison, relative energies in kJ/mol: #1 68.0; #2 0.0



#1
C17H20N2O3S | ωB97M-V/def2-TZVPD

Last column: Löwdin charge in e.
CARTESIAN COORDINATES (ANGSTROEM)
S 1.18891 -3.04327 -0.54205  0.66
O 1.46329 -4.34989 -0.02238  -0.29
O 2.11395 -2.47642 -1.48530  -0.30
O 1.02260 2.75554 3.19815  0.09
N 0.17798 0.75608 3.90301  0.12
N -0.37076 -3.11777 -1.16086  -0.14
C 1.14428 0.31553 1.69927  0.01
C -0.79053 -1.98649 -1.95641  -0.23
C -0.00545 1.63704 -4.43163  -0.08
C -1.67906 -0.52375 -4.85002  -0.05
C 0.46258 2.09346 4.03602  -0.46
C -1.96994 0.69937 -5.42955  -0.09
C 0.29133 4.13034 5.49798  -0.10
C 0.24964 -2.31389 1.91094  -0.05
C 0.93347 -1.88807 0.78833  -0.29
C 0.01186 -1.42183 2.93643  -0.01
C 0.28413 0.41382 -3.85534  -0.04
C -0.01599 2.64439 5.37037  -0.17
C -0.24078 -1.98825 -3.39119  -0.14
C -1.13459 1.78275 -5.22055  -0.10
C 1.38259 -0.58690 0.67890  -0.05
C 0.45241 -0.09806 2.83778  -0.21
C -0.54825 -0.68017 -4.06010  -0.24
H 0.65134 2.47892 -4.26805  0.10
H 0.83848 -2.13705 -3.33528  0.10
H -2.85053 0.80646 -6.04630  0.10
H 1.48736 1.33365 1.62540  0.10
H -0.30497 0.31838 4.67618  0.14
H -0.51747 -1.74423 3.82201  0.11
H 0.47622 2.08711 6.17182  0.12
H -0.07497 -3.34011 1.96454  0.12
H -1.88520 -1.96198 -1.97098  0.13
H -1.36073 2.73694 -5.67318  0.10
H -0.43690 -1.09682 -1.42954  0.11
H -0.68500 -2.81772 -3.94625  0.12
H 1.36136 4.29917 5.41422  0.08
H -0.54053 -4.01244 -1.59578  0.11
H 1.16864 0.29444 -3.24642  0.11
H -0.19871 4.68327 4.70125  0.08
H -2.33398 -1.36720 -5.01850  0.11
H 1.92790 -0.29724 -0.20535  0.11
H -0.05333 4.50969 6.45638  0.07
H -1.09264 2.47319 5.45203  0.12

Results
frontier orbital gap	9.428	eV
structure (SMILES)	CCC(=O)Nc1ccc(S(=O)(=O)NCCc2ccccc2)cc1
lowest unoccupied orbital energy	0.47	eV
total charge	0



#2
C17H20N2O3S | ωB97M-V/def2-TZVPD

Last column: Löwdin charge in e.
CARTESIAN COORDINATES (ANGSTROEM)
S -0.66361 -2.96114 2.86267  0.63
O -2.10300 1.45471 3.87864  -0.09
O 3.34756 -2.67358 -3.91294  -0.08
O -1.98104 2.15264 -1.59487  -0.08
N -1.46780 -0.55324 2.31162  0.06
N 0.11648 -1.45615 0.85472  0.01
C 3.67507 -0.33270 -1.18576  -0.07
C -2.29473 3.37053 -2.22493  -0.09
C 2.03080 -1.96030 -0.54419  -0.21
C 1.05002 -2.49069 0.46061  -0.19
C 3.84428 -0.96790 -2.39762  -0.01
C -1.73718 0.85027 0.32268  0.05
C -2.51008 2.46214 4.77074  -0.08
C -2.02967 2.09789 -0.23275  -0.28
C -2.38543 2.96748 1.97843  -0.01
C 2.77449 -0.82449 -0.25525  -0.06
C 3.10762 -2.11530 -2.69615  -0.27
C 2.19753 -2.60190 -1.76456  0.03
C -2.08797 1.74141 2.53778  -0.21
C -1.73586 0.66305 1.69439  -0.16
C -2.34503 3.15727 0.60141  -0.03
C 2.64837 -3.84138 -4.27065  -0.09
C -0.66132 -1.58563 1.94179  -0.86
H -1.85340 -0.64508 3.24363  0.12
H 1.56849 -3.66662 -4.31313  0.10
H 1.57465 -2.85342 1.35600  0.10
H -1.59442 4.16280 -1.94061  0.10
H -2.64910 3.80603 2.60264  0.11
H -1.55967 0.03213 -0.35557  0.13
H 2.65920 -0.33233 0.69944  0.11
H 0.24096 -0.54310 0.44275  0.12
H 3.00825 -4.10701 -5.26337  0.09
H 1.61176 -3.48403 -1.97059  0.11
H -2.57567 4.13390 0.20921  0.10
H 0.48909 -3.33884 0.05234  0.12
H 4.54262 -0.60065 -3.13239  0.12
H 4.25246 0.55138 -0.96056  0.11
H -3.31704 3.68932 -1.99714  0.10
H 2.85775 -4.66331 -3.57865  0.10
H -3.52974 2.79865 4.55781  0.10
H -1.83011 3.31966 4.74602  0.10
H -2.47884 2.00754 5.75963  0.10
H -2.20674 3.18001 -3.29329  0.09

Results
frontier orbital gap	8.472	eV
structure (SMILES)	COc1cccc(CNC(=S)Nc2cc(OC)ccc2OC)c1
lowest unoccupied orbital energy	0.66	eV
total charge	0



Stability comparison, relative energies in kJ/mol: #1 0.0; #2 109.0